[1]
ORCA calculation (ωB97M-V/def2-TZVPD) on C8H17NO2Si2 in the gas phase at a distorted geometry.

Its frontier orbital gap is 0.327 Ha. The calculation puts the LUMO energy at -0.06 eV. The strongest force on any atom is 0.1067 Eh/bohr. The charge is 0. The SMILES is C=C(CCCC)O[C@H](C#N)[SiH2]O[SiH3].

Element x y z (Å)
1 C 0.6434 0.1538 2.4848
2 C 0.1235 0.4106 1.2526
3 C 0.6833 1.7561 0.6194
4 C 2.0245 1.5517 -0.0536
5 C 2.0807 0.5232 -1.2529
6 C 3.3910 0.1744 -1.8415
7 O -0.7442 -0.3668 0.4776
8 C -1.5102 -0.1176 -1.0051
9 C -2.5272 0.8837 -0.8161
10 N -3.4309 1.4969 -0.4312
11 Si -2.0557 -1.9345 -1.1022
12 O -2.8620 -2.4682 0.1741
13 Si -3.0410 -1.9632 1.8146
14 H 1.0705 0.9799 3.0057
15 H 0.4641 -0.7236 2.8895
16 H 0.6603 2.4009 1.5638
17 H -0.1167 2.0495 -0.1032
18 H 2.3232 2.5835 -0.6298
19 H 2.7504 1.2152 0.5879
20 H 1.6162 -0.2932 -0.8393
21 H 1.3270 1.0614 -2.0001
22 H 3.3095 -0.0760 -2.8103
23 H 4.0037 -0.5828 -1.2879
24 H 4.0906 1.1573 -1.9061
25 H -0.8238 0.2119 -1.6440
26 H -3.0284 -1.9223 -2.2899
27 H -0.7994 -2.5915 -1.4171
28 H -4.2422 -2.8362 2.3376
29 H -3.4843 -0.5512 1.5390
30 H -1.8958 -2.1831 2.6837

Force components x, y, z for each atom (eV/Å):
-1.373 2.505 -3.926
1.167 2.239 -1.016
-2.341 -1.457 1.089
-0.074 2.730 -4.179
-2.654 3.773 -0.203
3.371 3.204 2.908
-0.283 -0.336 -0.482
-0.823 -0.621 5.285
-1.294 0.096 1.317
0.813 -0.148 -0.722
-0.853 0.358 -1.614
0.250 0.005 1.811
-2.043 -0.401 -1.648
0.599 0.059 0.175
-0.748 -3.994 2.466
0.421 -0.215 -1.885
0.770 0.483 0.447
-0.295 -2.128 1.946
1.845 -0.171 2.009
-1.325 -2.463 0.428
1.592 -1.565 0.881
-0.352 -1.355 -3.408
-0.777 0.593 -0.343
-1.444 -2.031 0.335
3.116 0.945 -2.733
0.687 -0.164 0.641
0.231 -0.382 0.038
1.189 0.847 -0.415
0.277 -0.451 0.788
0.352 0.047 0.006

Atomic partial charges in e from the natural (NBO) method, atoms 1 to 4: number 1, C, carries -0.5262; number 2, C, carries 0.3818; number 3, C, carries -0.4692; number 4, C, carries -0.3713

=====

[2]
ORCA calculation (ωB97M-V/def2-TZVPD) on 2 unconnected molecules or ions with the total composition C5H13NO at a distorted geometry.

The multiplicity is 2. Its frontier orbital gap (spin up / spin down) is 0.415 / 0.207 Ha. The calculation puts the LUMO energy (spin up / spin down) at -2.85 / -8.04 eV. The strongest force on any atom is 0.0320 Eh/bohr. The charge is +1.

Element x y z (Å)
1 C 0.1925 1.6038 -0.0922
2 C -0.6692 0.3632 -0.6786
3 C -1.1510 -0.5133 0.3936
4 C -0.6613 -1.7667 0.4987
5 C -2.1469 0.0566 1.3491
6 N 1.4855 1.1519 0.2095
7 H -0.3023 1.9535 0.8096
8 H 0.2860 2.4725 -0.7542
9 H -0.0097 -0.1688 -1.3594
10 H -1.4905 0.8420 -1.2133
11 H -1.0523 -2.3807 1.3063
12 H 0.0256 -2.0843 -0.2717
13 H -2.9066 0.5992 0.7841
14 H -2.6566 -0.6978 1.9337
15 H -1.6538 0.7564 2.0367
16 H 2.0810 0.9941 -0.6022
17 H 1.5076 0.3103 0.7815
18 H 3.0142 -0.7111 -2.3585
19 H 3.4187 -1.6642 -1.2253
20 O 2.6893 -1.1165 -1.5476

Force components x, y, z for each atom (eV/Å):
0.740 1.377 0.512
0.188 -0.351 -0.236
0.121 -0.151 0.323
-0.591 0.770 0.021
-0.034 0.263 -0.188
-0.723 -1.230 -0.816
-0.262 -0.185 0.172
-0.355 -0.537 -0.299
-0.149 0.021 -0.229
0.078 0.254 -0.049
0.373 -0.340 -0.373
0.197 -0.545 0.279
-0.029 0.150 0.155
0.068 -0.190 0.142
-0.207 -0.038 -0.029
0.416 0.322 0.195
0.232 0.256 0.400
0.085 -0.182 -0.108
-0.128 0.082 -0.117
-0.019 0.254 0.245

Atomic partial charges in e from the natural (NBO) method, atoms 1 to 4: number 1, C, carries -0.2312; number 2, C, carries -0.4034; number 3, C, carries 0.0112; number 4, C, carries -0.2669

=====

[3]
ORCA calculation (ωB97M-V/def2-TZVPD) on 2 unconnected molecules or ions with the total composition CH3ClO2PS at a distorted geometry.

Its frontier orbital gap is 0.281 Ha. The calculation puts the LUMO energy at 3.58 eV. The strongest force on any atom is 0.0445 Eh/bohr. The charge is -1.

Element x y z (Å)
1 C 0.1898 -0.8967 0.3710
2 O 1.4778 1.6329 -0.7972
3 O -0.4689 -2.1671 0.7777
4 P 0.0429 1.3795 -0.6079
5 S -1.0733 2.7180 0.2946
6 Cl -0.7558 0.9196 -2.4440
7 H 0.9309 -1.1794 -0.3742
8 H -1.0254 -1.9496 1.5306
9 H 0.6818 -0.4572 1.2494

Force components x, y, z for each atom (eV/Å):
0.637 0.712 0.083
0.773 -0.367 0.028
0.083 2.016 -0.815
-0.931 -1.551 1.405
-0.079 -0.398 0.024
-0.323 -0.208 -0.590
-0.060 -0.025 0.059
-0.074 0.045 -0.029
-0.025 -0.223 -0.164

Atomic partial charges in e from the natural (NBO) method, atoms 1 to 4: number 1, C, carries -0.3000; number 2, O, carries -1.1151; number 3, O, carries -0.7455; number 4, P, carries 1.4722

=====

[4]
ORCA calculation (ωB97M-V/def2-TZVPD) on C6H12BN in the gas phase at a distorted geometry.

Its frontier orbital gap is 0.349 Ha. The calculation puts the LUMO energy at 0.76 eV. The strongest force on any atom is 0.0833 Eh/bohr. The charge is 0. The SMILES is CN(C)B1C=CCC1.

Element x y z (Å)
1 C -2.0630 1.1099 -0.0675
2 N -1.2536 -0.0845 0.0080
3 C -2.1213 -1.2789 0.0921
4 B 0.1299 -0.1057 -0.0413
5 C 1.0042 -1.3593 -0.0648
6 C 2.2656 -0.9410 -0.0667
7 C 2.6068 0.4830 0.0934
8 C 1.2796 1.3036 -0.0193
9 H -2.2785 1.2785 0.9302
10 H -1.3945 1.9813 -0.4151
11 H -3.0762 1.0486 -0.6618
12 H -3.0677 -1.1239 0.5448
13 H -2.5336 -1.4664 -0.9034
14 H -1.6773 -2.0988 0.4564
15 H 0.6182 -2.3158 -0.1662
16 H 3.1671 -1.6974 -0.0982
17 H 2.9864 0.8167 0.9814
18 H 3.2876 0.6326 -0.6310
19 H 1.1598 1.9227 -0.9346
20 H 0.9603 1.8948 0.9637

Force components x, y, z for each atom (eV/Å):
0.458 1.341 -2.092
-1.298 -0.896 -0.540
-0.952 3.028 -2.878
1.258 2.181 0.000
0.097 2.268 -0.034
2.327 -3.231 1.117
-4.136 0.227 -0.294
-2.923 -1.612 0.972
-1.161 1.048 2.013
-1.308 -1.270 0.255
2.197 -0.132 0.786
-0.541 0.679 1.550
0.566 -0.433 -0.480
1.803 -2.891 1.359
-0.028 -1.930 -0.175
-1.674 1.431 -0.069
1.568 -0.037 2.563
2.463 1.389 -2.631
0.208 -0.223 0.749
1.079 -0.938 -2.173

Atomic partial charges in e from the natural (NBO) method, atoms 1 to 4: number 1, C, carries -0.3966; number 2, N, carries -0.6596; number 3, C, carries -0.3921; number 4, B, carries 0.7793

=====

strongest force on any atom of number 4 (C6H12BN)? 0.0833 Eh/bohr

=====

What is the strongest force on any atom in the third record? 0.0445 Eh/bohr